14
Properties=species:S:1:pos:R:3:forces:R:3:nbo_charge:R:1 method="wB97M-V/def2-TZVPD" max_force_ev_per_a=0.5 e_homo_ev=-7.758 e_above_lowest_kcal_mol=125.8 total_energy_ha=-270.35744
C 1.3587 0.9969 0.2986 0.1 0.0 -0.1 -0.652
C 0.1735 0.1033 0.0405 -0.1 0.1 0.0 0.042
C 0.1450 -1.2241 0.7653 0.2 0.1 0.0 -0.094
O -0.9564 -2.0200 0.4316 -0.2 0.1 0.1 -0.699
C -0.8994 0.5209 -0.7361 -0.1 0.4 0.2 -0.418
C -1.7538 1.3403 -1.2663 0.1 -0.3 0.1 -0.262
H 1.1008 1.6851 1.1184 -0.1 -0.1 -0.1 0.242
H 1.5909 1.6170 -0.5688 0.0 -0.1 0.1 0.243
H 2.2546 0.4423 0.5985 -0.2 0.0 -0.1 0.218
H -0.4840 -0.4671 -1.2685 0.4 -0.1 -0.1 0.343
H 1.0430 -1.8139 0.5417 -0.1 0.1 0.0 0.191
H 0.1841 -0.9976 1.8475 0.0 0.0 -0.2 0.183
H -1.7484 -1.4702 0.5238 0.0 -0.2 -0.1 0.480
H -2.0087 1.2871 -2.3262 0.1 0.0 0.2 0.182